Record 1
A structure of composition C47H57AsCsF6N8O3SSi2Te, computed with the ωB97M-V functional and the def2-TZVPD basis.

Last column: Löwdin charge in e.
Positions of all 127 atoms, in Å:
Cs1 -0.57 1.78 -2.82  0.939
C1 3.83 3.91 -3.38  -0.188
N1 2.64 4.46 -2.76  -0.036
C2 2.66 4.42 -1.30  -0.158
C3 1.34 4.82 -0.72  -0.304
N2 0.23 4.16 -0.87  0.114
C4 -0.72 4.85 -0.13  -0.223
C5 -2.07 4.56 0.06  0.006
C6 -2.79 5.42 0.87  -0.093
C7 -2.19 6.52 1.49  -0.111
C8 -0.84 6.81 1.31  -0.038
C9 -0.13 5.95 0.49  -0.197
N3 1.19 5.91 0.09  0.160
C10 4.10 2.47 -3.03  -0.321
N4 3.38 1.71 -2.27  0.178
C11 4.03 0.49 -2.24  -0.235
C12 3.71 -0.67 -1.55  -0.023
C13 4.55 -1.76 -1.69  -0.109
C14 5.68 -1.71 -2.52  -0.112
C15 6.01 -0.56 -3.21  -0.040
C16 5.18 0.53 -3.05  -0.201
N5 5.21 1.83 -3.53  0.165
H1 4.70 4.52 -3.13  0.121
H2 3.67 3.96 -4.46  0.077
H3 1.87 3.94 -3.16  0.041
H4 3.43 5.11 -0.94  0.118
H5 2.89 3.42 -0.91  0.106
H6 -2.53 3.70 -0.42  0.094
H7 -3.84 5.23 1.04  0.097
H8 -2.78 7.17 2.12  0.091
H9 -0.38 7.67 1.80  0.100
H10 1.92 6.57 0.32  0.153
H11 2.83 -0.71 -0.91  0.111
H12 4.32 -2.68 -1.16  0.100
H13 6.30 -2.59 -2.62  0.092
H14 6.89 -0.52 -3.84  0.101
H15 5.85 2.20 -4.21  0.157
F1 0.35 -4.50 1.12  0.025
C17 -0.85 -3.93 0.87  -0.245
C18 -0.95 -3.07 -0.18  0.064
C19 -2.18 -2.47 -0.49  -0.056
C20 -2.18 -1.28 -1.36  -0.327
O1 -1.12 -0.85 -1.81  -0.128
C21 -3.48 -0.67 -1.53  -0.036
C22 -4.56 -1.23 -0.97  0.036
N6 -4.55 -2.34 -0.16  -0.008
C23 -5.74 -2.71 0.55  -0.288
C24 -6.98 -2.94 -0.26  -0.090
C25 -6.26 -4.10 0.38  -0.100
C26 -3.32 -2.88 0.20  -0.141
C27 -3.18 -3.74 1.30  0.043
C28 -1.94 -4.19 1.70  -0.165
N7 -1.85 -4.67 3.06  -0.068
C29 -0.71 -5.52 3.37  -0.161
C30 -0.81 -6.00 4.81  -0.101
N8 -0.82 -4.81 5.71  0.046
C31 -2.00 -3.94 5.40  -0.100
C32 -1.89 -3.50 3.96  -0.176
C33 -3.63 0.73 -2.15  -0.740
O2 -4.35 0.86 -3.14  0.004
O3 -2.97 1.59 -1.52  -0.247
H16 -0.07 -2.75 -0.72  0.126
H17 -5.54 -0.79 -1.12  0.147
H18 -5.86 -2.24 1.52  0.152
H19 -6.89 -2.84 -1.34  0.110
H20 -7.92 -2.61 0.15  0.101
H21 -5.69 -4.76 -0.26  0.110
H22 -6.72 -4.58 1.24  0.098
H23 -4.04 -3.96 1.93  0.118
H24 0.25 -5.01 3.24  0.120
H25 -0.72 -6.39 2.72  0.141
H26 0.05 -6.62 5.07  0.133
H27 -1.73 -6.54 4.99  0.131
H28 0.03 -4.23 5.57  0.095
H29 -0.82 -5.09 6.69  0.176
H30 -1.96 -3.07 6.07  0.124
H31 -2.89 -4.53 5.60  0.132
H32 -1.01 -2.85 3.81  0.048
H33 -2.77 -2.91 3.72  0.127
C34 1.60 -2.67 5.75  -0.256
Si1 2.26 -1.41 4.44  0.063
C35 2.59 0.16 5.45  -0.241
C36 3.95 -2.13 4.01  -0.265
As1 0.97 -1.33 2.58  0.653
Si2 -0.57 0.27 3.19  0.109
C37 0.08 2.04 3.10  -0.227
C38 -1.33 0.08 4.93  -0.231
C39 -2.04 0.16 2.01  -0.214
H34 2.23 -2.77 6.64  0.025
H35 1.59 -3.64 5.22  0.000
H36 0.59 -2.36 6.05  0.006
H37 3.24 -0.04 6.30  0.018
H38 1.67 0.61 5.81  0.001
H39 3.08 0.90 4.81  0.022
H40 4.58 -2.30 4.89  0.017
H41 4.48 -1.45 3.34  0.019
H42 3.83 -3.08 3.48  0.012
H43 0.97 2.15 3.72  0.005
H44 -0.67 2.77 3.42  0.025
H45 0.36 2.27 2.07  0.020
H46 -0.58 0.15 5.72  0.000
H47 -1.86 -0.87 5.04  -0.014
H48 -2.07 0.88 5.09  0.022
H49 -1.76 0.42 0.98  0.028
H50 -2.83 0.86 2.31  0.035
H51 -2.47 -0.85 1.99  0.006
F2 -1.63 6.30 -8.64  0.093
C40 -0.91 5.43 -7.91  -0.156
C41 -1.51 4.31 -7.36  -0.153
F3 -2.82 4.11 -7.54  0.107
C42 -0.76 3.42 -6.61  -0.251
F4 -1.41 2.37 -6.08  0.042
C43 0.61 3.58 -6.38  -0.580
S1 1.54 2.44 -5.45  0.500
C44 1.17 4.73 -6.96  -0.247
F5 2.48 4.99 -6.80  0.057
C45 0.44 5.63 -7.70  -0.156
F6 1.03 6.71 -8.23  0.093
C46 2.75 -1.04 -5.96  -0.468
Te1 1.20 -1.07 -4.50  1.105
C47 1.81 -2.94 -3.65  -0.460
H52 3.72 -1.13 -5.46  -0.013
H53 2.68 -0.07 -6.44  -0.050
H54 2.62 -1.83 -6.69  -0.010
H55 1.24 -3.77 -4.06  -0.015
H56 1.66 -2.88 -2.57  -0.027
H57 2.87 -3.08 -3.85  -0.010

Values from the calculation:
energy relative to the best compared isomer or geometry (same formula, charge and spin): 0.0 kJ/mol
charge: -1
E_HOMO: -3.932 eV
orbital gap: 0.168 hartree
energy: -6589.36931 Eh

Record 2
A cluster of 4 separate species, C6H19NO4 in total at a distorted geometry, computed with the ωB97M-V functional and the def2-TZVPD basis.

Last column: Mulliken spin population.
Positions of all 30 atoms, in Å:
C1 0.71 -0.30 0.92  0.065
C2 2.10 -0.33 0.16  0.009
C3 3.07 -0.75 1.27  0.030
C4 1.91 -1.40 -0.84  0.004
C5 -0.43 0.50 0.21  -0.017
N1 -0.57 1.87 0.23  0.065
C6 -0.04 2.66 1.42  0.004
O1 -1.13 -0.18 -0.52  0.778
H1 0.72 -0.08 1.96  0.026
H2 0.21 -1.33 1.05  0.014
H3 2.51 0.50 -0.43  0.000
H4 2.99 -1.83 1.24  -0.002
H5 4.11 -0.32 1.12  0.007
H6 2.80 -0.42 2.34  0.003
H7 1.34 -2.14 -0.45  -0.001
H8 1.22 -1.21 -1.74  0.005
H9 2.80 -1.66 -1.36  0.001
H10 -1.15 2.44 -0.35  -0.003
H11 -0.38 3.78 1.35  0.001
H12 -0.09 2.01 2.43  0.001
H13 1.03 2.80 1.38  0.000
H14 1.48 1.80 -3.14  0.000
H15 0.55 2.80 -2.99  0.000
O2 0.56 1.90 -3.13  0.001
H16 -3.09 -2.15 -0.41  0.000
H17 -1.77 -2.42 -1.07  0.000
O3 -2.47 -2.80 -0.69  0.010
H18 -2.41 -1.40 1.21  -0.002
H19 -3.25 -0.28 0.85  0.000
O4 -3.16 -0.94 1.40  0.000

Values from the calculation:
energy relative to the best compared isomer or geometry (same formula, charge and spin): 348.7 kJ/mol
spin multiplicity: 2
charge: +1
E_HOMO (alpha / beta): -14.545 / -14.488 eV
⟨S²⟩: 0.756
orbital gap (alpha / beta): 0.384 / 0.206 hartree
energy: -595.27964 Eh

Record 3
A structure of composition C5H11N3O at a distorted geometry, computed with the ωB97M-V functional and the def2-TZVPD basis.

Last column: Löwdin charge in e.
Positions of all 20 atoms, in Å:
C1 -0.14 -2.08 -1.07  -0.028
C2 -0.28 -1.14 0.08  -0.337
N1 1.46 -0.11 1.73  0.025
O1 1.39 -0.59 0.40  -0.273
N2 -1.07 -1.21 1.02  0.181
H1 2.45 -0.10 1.96  0.086
H2 1.10 0.85 1.72  0.063
H3 -0.93 -0.59 1.81  0.065
H4 -1.14 -2.31 -1.45  0.092
H5 0.33 -2.99 -0.73  0.094
H6 0.46 -1.65 -1.87  0.072
C3 -0.16 0.99 -0.81  -0.309
C4 -1.91 1.88 0.43  -0.074
C5 1.23 0.80 -0.83  -0.013
N3 -0.65 1.74 0.25  -0.064
H7 -0.78 0.76 -1.67  0.111
H8 -2.26 2.43 1.29  0.054
H9 -2.66 1.50 -0.27  0.070
H10 1.87 1.49 -0.30  0.095
H11 1.69 0.35 -1.70  0.090

Values from the calculation:
energy relative to the best compared isomer or geometry (same formula, charge and spin): 614.2 kJ/mol
charge: 0
E_HOMO: -7.367 eV
orbital gap: 0.305 hartree
energy: -436.41310 Eh

Record 4
An isolated molecule of C4H8N2, computed with the ωB97M-V functional and the def2-TZVPD basis.

Last column: Löwdin charge in e.
Positions of all 14 atoms, in Å:
C1 -0.98 0.99 -1.21  -0.157
N1 0.23 1.64 -0.70  0.018
C2 0.28 0.23 -1.04  -0.294
C3 0.22 -0.80 0.06  -0.279
C4 0.99 -0.91 1.34  -0.126
N2 -0.29 -0.22 1.29  -0.005
H1 -1.32 1.32 -2.19  0.095
H2 -1.78 0.78 -0.50  0.102
H3 0.15 1.68 0.32  0.078
H4 0.85 -0.02 -1.94  0.129
H5 -0.11 -1.77 -0.30  0.136
H6 1.88 -0.34 1.60  0.103
H7 0.96 -1.92 1.76  0.100
H8 -1.06 -0.69 1.76  0.101

Values from the calculation:
energy relative to the best compared isomer or geometry (same formula, charge and spin): 222.9 kJ/mol
charge: 0
E_HOMO: -9.144 eV
orbital gap: 0.375 hartree
energy: -266.63710 Eh

> Among the records above, which one has the highest energy?

C4H8N2

> Number 4 is which compound?

C4H8N2

> The lowest energy belongs to which entry?

C47H57AsCsF6N8O3SSi2Te